70
Properties=species:S:1:pos:R:3:forces:R:3 method="wB97M-V/def2-TZVPD" orbital_gap_ev="5.8 / 7.0" lumo_ev="-4.849 / -3.737" homo_ev="-10.672 / -10.712" charge=+1 multiplicity=4
Mn 0.270262 -0.459145 0.487246 -0.721 -0.425 -0.409
N 0.979610 -0.533249 -3.530181 0.133 -0.155 -0.200
C 0.360090 -1.715602 -4.027558 -0.015 0.041 -0.078
C -0.179392 -1.733170 -5.299440 -0.032 0.086 -0.103
C -0.827685 -2.873429 -5.756138 0.008 0.002 -0.012
C -0.965280 -3.975504 -4.927993 0.001 -0.021 0.029
C -0.446582 -3.941473 -3.638899 -0.065 -0.076 -0.050
C 0.238831 -2.821295 -3.204294 0.037 0.011 0.193
S 1.011685 -2.816305 -1.616253 0.176 -0.056 -0.170
N 0.978200 -1.146425 -1.288671 -0.105 -0.023 0.419
C 0.988706 -0.254717 -2.213880 -0.028 0.071 0.013
C 0.914718 1.152162 -1.751146 0.063 -0.055 -0.030
C 1.215359 2.251860 -2.522476 0.030 0.042 -0.121
C 1.071375 3.516590 -1.967660 0.014 0.025 -0.004
C 0.600496 3.634399 -0.672786 0.036 0.052 -0.092
C 0.319796 2.483598 0.040125 -0.147 -0.051 0.150
N 0.499148 1.274213 -0.483377 0.148 0.434 -0.085
H 0.973410 0.247207 -4.163787 -0.047 0.061 -0.035
H -0.099063 -0.858777 -5.938241 0.001 -0.052 0.052
H -1.233833 -2.890129 -6.759184 0.015 0.003 0.043
H -1.478343 -4.861358 -5.278644 0.021 0.031 0.015
H -0.556058 -4.792485 -2.976315 -0.007 0.041 -0.040
H 1.573354 2.135180 -3.536599 0.007 0.043 0.024
H 1.318826 4.397406 -2.547014 -0.026 -0.050 0.014
H 0.453153 4.600145 -0.211694 -0.021 -0.005 0.000
H -0.066245 2.508948 1.049948 0.066 -0.016 0.012
C -0.757071 0.801722 4.301835 0.050 0.079 -0.017
C -0.569561 -0.202574 3.218097 -0.077 -0.171 0.041
O -0.358514 0.300091 2.079108 0.098 0.360 0.076
C -0.624567 -1.614699 3.438131 0.023 0.066 -0.183
C -1.121305 -2.153221 4.647315 0.008 0.035 0.029
C -1.229907 -3.503248 4.828403 -0.016 -0.033 0.047
C -0.826960 -4.367036 3.799102 0.002 0.018 0.001
C -0.335028 -3.880953 2.612362 0.000 -0.251 -0.040
C -0.229908 -2.502607 2.402852 0.007 0.350 0.046
O 0.260560 -2.091072 1.256177 0.251 -0.503 -0.032
H 0.104213 1.471058 4.237785 -0.042 0.000 0.009
H -0.806964 0.365827 5.291046 -0.022 0.034 0.030
H -1.656736 1.388126 4.103394 0.012 -0.037 -0.025
H -1.451308 -1.491295 5.434144 0.012 0.007 -0.005
H -1.626075 -3.898137 5.753584 0.014 -0.011 -0.034
H -0.907205 -5.437873 3.940742 0.008 0.023 -0.014
H -0.025313 -4.543322 1.814259 0.002 0.038 0.031
C 5.135777 4.113917 0.415894 -0.047 -0.008 0.042
C 4.079586 3.401131 1.206635 0.043 0.078 0.007
C 3.417213 4.024692 2.263402 0.006 -0.033 -0.027
C 2.435126 3.298648 2.904254 -0.002 -0.012 0.034
N 2.140035 2.037409 2.579377 0.035 -0.105 0.017
C 2.838903 1.520711 1.569839 -0.193 0.268 -0.089
S 2.580559 -0.165074 1.101472 -0.153 -0.236 0.137
N 3.765483 2.156028 0.852759 0.050 -0.075 -0.062
H 5.855933 4.589506 1.083127 -0.008 -0.015 -0.032
H 4.680061 4.904650 -0.185645 0.024 -0.026 0.012
H 5.651225 3.421192 -0.244398 -0.024 -0.008 0.028
H 3.669353 5.032828 2.565128 -0.055 -0.027 -0.004
H 1.864916 3.729636 3.722190 0.032 -0.017 -0.032
C -3.638300 -1.589248 -0.870967 -0.077 -0.028 0.026
C -2.725015 -0.384887 -0.646195 0.025 0.124 -0.035
O -1.439658 -0.797458 -0.438015 0.424 0.286 0.461
C -2.762393 0.492430 -1.925828 0.038 -0.104 -0.045
F -3.990644 0.901370 -2.255833 0.056 -0.013 0.013
F -1.984710 1.593604 -1.834842 -0.078 -0.033 0.006
F -2.276521 -0.219466 -2.964545 -0.029 0.089 0.050
C -3.261916 0.422170 0.559506 0.060 -0.018 0.008
F -4.546483 0.768787 0.434555 0.061 0.003 -0.008
F -2.562014 1.557812 0.773124 -0.018 -0.059 0.000
F -3.150183 -0.316304 1.678969 -0.042 0.022 -0.010
H -3.290499 -2.133471 -1.747204 0.012 0.012 0.024
H -4.674199 -1.286363 -1.016130 -0.005 -0.053 -0.015
H -3.564523 -2.243689 -0.004050 -0.010 0.029 -0.004

=====

52
Properties=species:S:1:pos:R:3:forces:R:3 method="wB97M-V/def2-TZVPD" orbital_gap_ev=5.5 lumo_ev=3.940 homo_ev=-1.539 charge=-2 relative_energy_kj_mol=59.3
Mg 0.312458 -0.401821 -1.233497 -0.034 -0.055 0.085
C 1.775036 -2.309556 -2.338524 0.038 0.089 0.034
C 1.752573 -1.088209 -3.071292 0.044 0.036 0.019
C 3.018630 -0.479038 -2.919668 0.002 -0.040 -0.035
C 3.811441 -1.308113 -2.116205 -0.056 -0.035 -0.001
C 3.044676 -2.433202 -1.751597 0.010 0.014 -0.045
H 0.970476 -3.031118 -2.305343 -0.005 -0.027 -0.006
H 0.954695 -0.776171 -3.735164 0.042 0.020 0.004
H 3.311497 0.479223 -3.329287 -0.006 -0.008 -0.015
H 4.813191 -1.084846 -1.770652 0.005 0.002 0.005
H 3.368622 -3.242668 -1.109031 -0.004 0.005 0.007
Cl -6.183945 -2.971704 -0.020829 -0.047 -0.019 0.014
C -4.655737 -2.503744 -0.742590 0.043 0.027 -0.004
C -4.453763 -2.705239 -2.078654 0.036 0.017 0.009
C -3.248854 -2.339169 -2.694733 0.015 0.043 0.080
I -2.999773 -2.658169 -4.738566 0.008 0.003 -0.010
C -2.192646 -1.743138 -1.990793 0.047 0.029 0.012
O -1.086342 -1.365726 -2.473132 -0.120 -0.063 -0.046
C -2.433614 -1.574630 -0.561893 -0.021 -0.018 -0.051
N -1.391402 -1.043905 0.109859 0.010 0.074 0.096
C -1.514664 -0.799576 1.390528 -0.011 -0.016 -0.029
C -2.685843 -1.099115 2.105226 -0.037 0.001 -0.028
C -3.744507 -1.663346 1.448597 0.042 0.017 -0.004
C -3.645274 -1.923320 0.065560 0.032 -0.018 -0.053
H -5.239002 -3.151202 -2.673972 -0.019 -0.007 0.004
H -0.663196 -0.342911 1.874396 0.014 -0.008 -0.001
H -2.737474 -0.863016 3.159773 -0.016 -0.006 0.001
H -4.663484 -1.901507 1.967804 0.001 0.001 0.010
C 0.075550 4.487263 -0.580397 -0.018 0.061 -0.116
O -1.199471 3.997831 -0.191163 0.084 -0.053 0.235
C -1.592889 2.759753 -0.594329 -0.138 0.062 -0.120
S -2.954356 2.182197 0.181816 0.009 -0.023 0.050
S -0.740413 2.026562 -1.867792 0.033 -0.112 -0.156
H 0.336711 5.246124 0.157084 -0.018 0.023 0.029
H 0.030275 4.938546 -1.574400 0.023 -0.048 -0.014
H 0.816398 3.689217 -0.597786 0.027 0.027 0.032
C 3.549621 1.847182 2.535805 -0.023 -0.017 -0.013
Ge 1.845480 0.946382 2.010261 0.017 -0.058 -0.023
C 0.470735 2.268870 2.529488 0.000 0.009 -0.005
C 1.763743 -0.568961 3.302503 0.013 0.057 -0.016
C 1.782233 0.395118 0.181020 0.038 0.036 0.084
H 3.537114 2.144244 3.589823 0.002 -0.006 -0.026
H 3.704892 2.740451 1.924840 -0.009 -0.019 0.011
H 4.396996 1.176354 2.370815 -0.024 0.014 0.003
H 0.604278 2.581764 3.569637 -0.006 -0.022 -0.011
H -0.552542 1.911965 2.395493 0.030 -0.009 -0.010
H 0.571748 3.153747 1.895833 0.007 -0.016 0.032
H 2.105036 -0.241517 4.288996 -0.010 0.002 -0.014
H 2.422760 -1.370179 2.959188 -0.007 0.019 -0.005
H 0.762611 -0.988753 3.414139 -0.004 0.004 -0.022
H 2.625081 -0.294810 0.030424 -0.025 0.023 0.025
H 2.044636 1.295586 -0.397621 -0.014 -0.013 -0.001

=====

17
Properties=species:S:1:pos:R:3:forces:R:3 method="wB97M-V/def2-TZVPD" orbital_gap_ev=8.8 lumo_ev=0.419 homo_ev=-8.356 charge=0 relative_energy_kj_mol=232.3
C 0.203179 0.976534 -1.164413 0.357 1.829 -1.788
C 0.278575 -0.102681 -0.173860 -0.672 0.635 1.738
C 0.831215 -1.656030 2.163962 -0.218 1.323 1.577
H -1.694260 3.297965 -0.430148 -0.286 0.486 -0.018
H -1.771077 1.752262 0.198435 0.655 0.814 -0.154
H 0.752341 0.819131 -2.119092 -0.178 -0.132 0.957
H 0.092938 1.382880 1.356571 1.049 -3.082 -0.632
H 0.634978 -2.244016 1.303773 0.157 -0.220 -0.437
H 1.110291 -2.084797 3.108120 0.091 -0.467 0.224
H -0.556254 -1.143879 -2.210430 0.345 -0.305 -0.371
H 0.024144 -2.646117 -1.913794 0.321 0.890 0.109
N -1.145087 2.521969 -0.127768 -0.877 -1.131 1.163
N -0.336034 2.157135 -1.143385 0.775 -1.753 -0.638
N 0.371627 0.335341 1.154135 -1.020 2.857 0.324
N 0.661519 -0.380726 2.288267 0.125 -0.699 -1.315
N 0.275877 -1.343977 -0.440043 0.432 -0.730 -1.392
N 0.266027 -1.640995 -1.850330 -1.059 -0.316 0.652

=====

14
Properties=species:S:1:pos:R:3:forces:R:3 method="wB97M-V/def2-TZVPD" orbital_gap_ev=9.3 lumo_ev=0.873 homo_ev=-8.460 charge=0 relative_energy_kj_mol=235.2
C -0.441530 -0.601323 -0.407770 0.691 0.242 -2.615
C -0.184835 0.528149 0.512055 -1.045 -1.457 -0.260
C 0.073995 -1.928951 0.073087 1.257 2.018 0.557
C -0.097731 1.954290 0.009336 0.856 -0.091 3.046
O -2.954378 0.491224 -0.594587 -1.053 1.377 -1.109
S -2.118479 -0.309536 0.267992 2.578 -0.391 1.184
H -0.255938 -0.524039 -1.569128 -0.821 0.472 2.288
H 0.369270 0.111346 1.409901 -0.868 1.325 -0.743
H 0.043424 -2.586484 -0.727685 0.549 -1.440 -1.476
H -0.637983 -2.303185 0.745318 -0.452 -0.729 1.718
H 1.095390 -1.722399 0.498548 -0.947 -0.916 -0.282
H -0.703739 2.140437 -0.847009 -0.355 0.206 -0.510
H 0.957863 2.192921 -0.111084 0.190 -0.166 -0.838
H -0.295203 2.641542 0.878216 -0.580 -0.449 -0.959

=====

Result set for electronic energy: -113348.4254; -130955.7410; -12177.3191; -17158.0120 eV, one per record in the order listed.